w) Computed, not measured: one molecule with the formula C21H32N4O4S, with ωB97M-V with the def2-TZVPD basis set.

Geometry as ORCA input:
```
! RIJCOSX wB97M-V def2-TZVPD def2/J DEFGRID3
* xyz 0 1
C -1.19040 -1.70107 0.63633
C -0.04481 -2.38304 1.37633
C 0.65313 -1.47002 2.38526
H 0.92338 -0.52789 1.90731
C -0.21745 -1.17900 3.60973
N 0.48424 -0.37017 4.59370
C 1.34687 -1.15612 5.44629
H 0.79016 -1.84927 6.09866
H 2.02792 -1.74015 4.83046
H 1.94142 -0.48954 6.06908
C -0.37656 0.54280 5.33142
H -0.10845 0.54566 6.39087
C -0.22345 1.97817 4.79537
N -0.44818 2.04541 3.37435
C -1.67625 2.13291 2.84745
O -2.69760 2.28918 3.50149
C -1.73316 2.04552 1.34943
C -2.97074 2.15321 0.79583
N -3.20627 2.06396 -0.52765
C -2.18711 1.86449 -1.41981
C -2.44346 1.76368 -2.79267
C -1.40474 1.55273 -3.67001
C -0.10283 1.45715 -3.19218
C 0.16765 1.56668 -1.85168
C -0.87128 1.76019 -0.93683
C -0.57037 1.82460 0.50566
O 0.57866 1.67441 0.91418
H 1.18266 1.51801 -1.48900
S 1.23407 1.11417 -4.34064
O 2.39751 1.82940 -3.90843
O 0.73213 1.32801 -5.66756
N 1.46307 -0.50455 -4.09879
C 2.51467 -0.95617 -3.21933
C 1.96895 -1.63016 -1.96191
H 2.79471 -1.92998 -1.32220
H 1.39009 -2.51462 -2.21855
H 1.32950 -0.94858 -1.40844
H 3.09104 -0.06949 -2.95234
H 3.17650 -1.64671 -3.75345
C 0.85626 -1.42782 -5.02827
C 1.69230 -1.63671 -6.28849
H 1.80993 -0.68474 -6.79838
H 1.19510 -2.33874 -6.95296
H 2.67598 -2.02766 -6.03998
H -0.11260 -1.00745 -5.30383
H 0.69006 -2.37811 -4.51251
H -1.56786 1.47620 -4.73314
H -3.45876 1.85223 -3.15095
H -4.14944 2.14629 -0.88103
H -3.81974 2.31322 1.44682
H 0.31991 1.80806 2.75355
H 0.78627 2.34061 4.99329
H -0.95491 2.62290 5.28978
H -1.43190 0.25416 5.25586
H -1.10263 -0.62985 3.28581
H -0.55644 -2.13417 4.05086
H 1.57655 -1.95274 2.70881
H -0.42457 -3.26790 1.89375
H 0.69086 -2.71957 0.64248
H -1.97334 -1.39123 1.32416
H -1.62783 -2.37988 -0.09325
H -0.82839 -0.82090 0.10991
*
```

Results
SMILES = CCCCN(C)CCNC(=O)c1c[nH]c2ccc(S(=O)(=O)N(CC)CC)cc2c1=O
Frontier orbital gap = 8.1 eV

=====

x) Computed, not measured: one molecule with the formula C21H32N4O4S, with ωB97M-V with the def2-TZVPD basis set.

Geometry as ORCA input:
```
! RIJCOSX wB97M-V def2-TZVPD def2/J DEFGRID3
* xyz 0 1
C -5.21615 -3.00955 -2.43141
C -4.51447 -2.76445 -1.10011
C -5.50053 -2.48211 0.03654
H -4.99610 -2.57622 0.99926
C -6.16034 -1.09673 -0.01533
N -5.59637 -0.17293 0.95760
C -6.45067 0.97760 1.16435
H -7.39751 0.64048 1.58751
H -5.97570 1.65132 1.87488
H -6.66572 1.53606 0.24181
C -4.20940 0.17945 0.75526
H -3.62526 -0.74199 0.70799
C -3.89204 1.03160 -0.49456
N -2.47485 1.25299 -0.60922
C -1.90413 2.44046 -0.36147
O -2.52291 3.46278 -0.10592
C -0.40595 2.45179 -0.44613
C 0.18578 3.66744 -0.29810
N 1.51930 3.85562 -0.33648
C 2.37955 2.81062 -0.54112
C 3.76346 3.02141 -0.58854
C 4.61213 1.95903 -0.79727
C 4.09153 0.68080 -0.96592
C 2.73804 0.45636 -0.92904
C 1.85419 1.51745 -0.70923
C 0.40288 1.26190 -0.65720
O -0.04254 0.12312 -0.77703
H 2.34158 -0.53576 -1.08161
S 5.22949 -0.69452 -1.19121
O 6.42205 -0.16999 -1.78963
O 4.52925 -1.75774 -1.84349
N 5.62072 -1.20399 0.33482
C 4.64052 -1.99959 1.03686
C 3.74475 -1.21869 1.99806
H 4.31946 -0.81894 2.83034
H 2.98474 -1.88460 2.39754
H 3.24841 -0.39654 1.48788
H 5.16272 -2.79127 1.58342
H 4.04031 -2.46727 0.25573
C 6.55353 -0.38893 1.07715
C 7.47284 -1.22585 1.96065
H 7.94277 -2.00553 1.36826
H 6.92150 -1.68740 2.77572
H 8.24663 -0.59067 2.38364
H 6.02982 0.36356 1.68498
H 7.14807 0.12513 0.32086
H 5.67997 2.09400 -0.85738
H 4.15239 4.02170 -0.46545
H 1.90310 4.78387 -0.22525
H -0.43973 4.53504 -0.13727
H -1.85916 0.45466 -0.74476
H -4.36694 2.01192 -0.41860
H -4.24624 0.52501 -1.39749
H -3.87974 0.73626 1.63799
H -6.12202 -0.69284 -1.03960
H -7.21648 -1.19842 0.24720
H -6.27816 -3.24768 0.00407
H -3.93217 -3.65264 -0.84373
H -3.81419 -1.93556 -1.21007
H -4.48670 -3.20821 -3.21334
H -5.80681 -2.14627 -2.72939
H -5.88249 -3.86653 -2.35807
*
```

Results
SMILES = CCCCN(C)CCNC(=O)c1c[nH]c2ccc(S(=O)(=O)N(CC)CC)cc2c1=O
Frontier orbital gap = 7.9 eV

=====

Quick one: most stable of them? w)

=====

w) Computed, not measured: a 2-piece molecular cluster, C5H10BrNO overall, with ωB97M-V with the def2-TZVPD basis set.

Geometry as ORCA input:
```
! RIJCOSX wB97M-V def2-TZVPD def2/J DEFGRID3
* xyz 0 1
C -1.74242 0.10939 -0.56973
C 1.47490 0.98318 1.19106
C 1.87007 1.40431 -1.31165
C -2.49636 -2.00965 0.42742
C 1.22115 0.49758 -0.24550
N -1.57210 -1.13584 -0.32706
O -2.29205 1.16605 -0.64254
Br 1.52265 -1.37718 -0.11824
H 2.54829 1.23516 1.47899
H 0.96062 1.88461 1.42435
H 1.02628 0.29957 1.82365
H 1.68807 2.52864 -1.09745
H 1.61157 1.28895 -2.47686
H 2.95104 1.09142 -1.28240
H -2.97192 -1.41982 1.26257
H -3.26443 -2.34312 -0.26059
H -1.94550 -2.78555 1.00070
H -0.58987 -1.41768 -0.27673
*
```

Results
Frontier orbital gap (alpha / beta) = 8.2 / 6.4 eV

=====

x) Computed, not measured: a 2-piece molecular cluster, C5H10BrNO overall, with ωB97M-V with the def2-TZVPD basis set.

Geometry as ORCA input:
```
! RIJCOSX wB97M-V def2-TZVPD def2/J DEFGRID3
* xyz 0 1
C 0.94914 0.05392 -0.78461
C -0.53071 1.19977 1.75285
C 0.09078 -1.36314 1.84556
C 0.65836 0.37614 -3.13620
C -0.54198 -0.23538 1.15827
N 0.11619 0.17447 -1.76553
O 2.02852 0.40772 -0.44573
Br -2.26314 -0.63632 0.20961
H -1.45908 1.27982 2.32495
H 0.42476 1.72448 2.18352
H -0.50813 1.80252 0.80706
H -0.28627 -1.59754 2.87551
H 1.08479 -1.05479 2.00644
H -0.02014 -2.20891 1.21080
H 1.23296 -0.48096 -3.54097
H 0.00865 0.71337 -3.80621
H 1.41685 1.14685 -2.91565
H -0.88995 -0.06485 -1.78124
*
```

Results
Frontier orbital gap (alpha / beta) = 7.9 / 7.8 eV

=====

Quick one: most stable of them? x)

=====

w) Computed, not measured: one molecule with the formula C8H10O2, with ωB97M-V with the def2-TZVPD basis set.

Geometry as ORCA input:
```
! RIJCOSX wB97M-V def2-TZVPD def2/J DEFGRID3
* xyz 0 1
C 3.03232 1.72856 0.66569
C 0.78482 0.93768 -0.68283
C -0.94370 2.12124 -0.18686
C 1.93586 1.37894 0.28594
C -0.08534 -0.06482 -0.17034
C -1.32127 0.65873 -0.24779
C 0.00034 -1.51104 -0.88405
C -2.39009 0.39101 0.67398
O -1.56812 3.15394 0.18531
O 0.27429 2.30015 -0.72472
H 1.31167 0.62547 -1.59678
H 3.94696 2.23128 1.04539
H 0.22345 -0.43655 0.72291
H -1.63388 0.41317 -1.29039
H -0.25355 -1.67442 -1.98597
H -0.66014 -2.11770 -0.31056
H 0.99197 -1.97503 -0.80181
H -3.07782 1.30632 0.39900
H -2.19488 0.51871 1.77999
H -2.67633 -0.60820 0.54316
*
```

Results
SMILES = C#C[C@@H]1OC(=O)[C@H](C)[C@H]1C
Frontier orbital gap = 10.7 eV

=====

x) Computed, not measured: a 2-piece molecular cluster, C8H10O2 overall, with ωB97M-V with the def2-TZVPD basis set.

Geometry as ORCA input:
```
! RIJCOSX wB97M-V def2-TZVPD def2/J DEFGRID3
* xyz 0 1
C 2.47813 0.98660 -0.40002
C 1.60605 1.24826 0.70778
C 0.71843 0.22439 1.19118
C 0.94057 -1.09089 0.75737
C 1.83252 -1.28791 -0.24912
C 2.63216 -0.22397 -0.90826
C -2.24930 -0.09546 -0.23200
C -2.47566 1.30824 -0.70539
H 3.09034 1.71127 -0.94475
H 1.48983 2.28663 0.99167
H -0.26307 0.64398 1.69062
H 0.43563 -1.92533 1.25027
H 1.67463 -2.29392 -0.85740
H 3.36834 -0.16772 -1.91932
H -1.73343 -1.11672 1.16116
H -2.29054 1.27632 -1.80019
H -3.57461 1.46864 -0.50473
H -1.79422 1.97772 -0.29297
O -1.99056 -1.02083 -0.99727
O -2.17198 -0.26372 1.02932
*
```

Results
SMILES = c1ccccc1.CC(=O)O
Frontier orbital gap = 9.8 eV

=====

Quick one: most stable of them? x)

=====

w) Computed, not measured: one molecule with the formula C2H3FSi, with ωB97M-V with the def2-TZVPD basis set.

Geometry as ORCA input:
```
! RIJCOSX wB97M-V def2-TZVPD def2/J DEFGRID3
* xyz 0 1
C -3.06792 0.56697 0.21733
C -1.25044 0.72184 -0.07722
F -3.24335 -0.72273 0.18474
Si 0.16310 -0.32549 0.00871
H -0.91214 1.82705 -0.04562
H 0.30252 -1.66515 -0.39968
H 1.38726 0.20712 0.49343
*
```

Results
Frontier orbital gap = 8.0 eV

=====

x) Computed, not measured: one molecule with the formula C2H3FSi, with ωB97M-V with the def2-TZVPD basis set.

Geometry as ORCA input:
```
! RIJCOSX wB97M-V def2-TZVPD def2/J DEFGRID3
* xyz 0 1
C 1.47518 -1.38648 0.16477
C 0.54770 -0.84342 -0.35016
F -2.17732 -0.91247 0.09015
Si -0.93648 0.13127 -0.10761
H 2.32237 -1.72055 0.58480
H -1.10980 1.05504 -1.23697
H -1.35344 1.17075 1.21922
*
```

Results
SMILES = C#C[SiH2]F
Frontier orbital gap = 11.1 eV

=====

Quick one: most stable of them? x)